Entry from the Open Molecules 2025 dataset: a molecular structure, C8H14O (the ωB97M-V functional and the def2-TZVPD basis).

Output
Kohn-Sham gap = 9.3 eV
Max |F| = 5.61 eV/A
Total charge = 0
Spin multiplicity = 1
Energy relative to the best compared isomer or geometry (same formula, charge and spin) = 7.925 eV

Last column: Löwdin charge in e.
Geometry (Å):
1 C 3.488 0.105 -0.249  -0.17
2 C 2.359 -0.435 0.686  -0.23
3 C 0.814 0.111 0.132  -0.26
4 C 0.194 -1.193 -0.592  -0.08
5 C 0.325 1.344 0.464  -0.12
6 C -0.965 1.798 -0.235  -0.14
7 C -2.042 1.086 -0.142  -0.22
8 C -3.402 -0.861 0.272  -0.06
9 H 3.436 -0.571 -0.996  -0.01
10 H 4.431 0.044 0.490  0.11
11 H 3.055 1.141 -0.688  0.11
12 H 2.492 0.001 1.834  0.13
13 H 2.386 -1.781 0.275  0.16
14 H -0.439 -0.813 -1.520  0.09
15 H -0.822 -1.494 0.286  0.18
16 H 0.975 -1.990 -0.713  0.03
17 H 0.931 2.265 1.022  0.15
18 H -0.741 2.883 -0.683  0.15
19 H -2.992 1.526 -0.743  0.16
20 H -3.815 -1.416 1.304  0.14
21 H -3.974 0.058 0.038  0.05
22 H -3.643 -1.587 -0.602  0.10
23 O -2.051 -0.220 0.360  -0.27